Computed, not measured: a molecular structure, C47H49BN13P2PbS2 in a non-equilibrium geometry, with ωB97M-V with the def2-TZVPD basis set.

Structure (XYZ):
```
115
C47H49BN13P2PbS2 (ωB97M-V with the def2-TZVPD basis set)
Pb -0.19 0.88 0.80
C 1.14 4.45 3.27
C 0.09 3.71 2.73
N 0.40 3.24 1.53
N 1.70 3.67 1.30
C 2.13 4.37 2.33
B 2.59 3.14 0.14
N 3.15 1.77 0.66
C 4.42 1.36 0.80
C 4.39 0.21 1.53
C 3.09 0.07 1.93
N 2.35 1.00 1.41
N 1.71 2.87 -1.18
C 1.92 3.46 -2.34
C 1.08 2.77 -3.41
C 0.25 1.74 -2.56
N 0.76 1.89 -1.21
N 3.67 4.14 -0.16
C 3.80 5.42 0.16
C 4.96 5.86 -0.33
C 5.53 4.74 -0.96
N 4.71 3.73 -0.90
H 1.27 5.01 4.19
H -0.83 3.43 3.10
H 3.15 4.69 2.40
H 5.25 1.79 0.20
H 5.27 -0.34 1.79
H 2.71 -0.71 2.57
H 2.69 4.24 -2.41
H 0.61 3.46 -4.13
H -0.85 1.72 -2.59
H 3.05 5.99 0.65
H 5.32 6.85 -0.28
H 6.52 4.68 -1.46
S -2.76 1.63 2.73
C -2.63 1.03 4.28
C -3.79 1.30 5.07
N -4.69 1.57 5.73
C -1.59 0.24 4.83
S -0.23 -0.14 3.94
C -1.84 -0.28 6.14
N -2.10 -0.67 7.20
C 1.70 -3.86 -1.44
N 1.23 -2.62 -0.81
P 1.01 -2.45 0.93
C 2.25 -3.63 1.65
C 1.87 -4.70 2.46
C 2.78 -5.57 2.95
C 4.13 -5.42 2.57
C 4.50 -4.43 1.69
C 3.62 -3.44 1.29
C -0.59 -3.34 1.22
C -1.33 -2.96 2.29
C -2.59 -3.56 2.49
C -3.02 -4.57 1.68
C -2.23 -4.97 0.60
C -1.04 -4.32 0.35
P 0.29 -1.47 -1.61
C -0.83 -2.41 -2.81
C -0.54 -2.69 -4.12
C -1.47 -3.38 -4.90
C -2.66 -3.84 -4.31
C -2.89 -3.60 -2.97
C -2.00 -2.82 -2.24
C 1.48 -0.53 -2.60
C 2.79 -0.55 -2.31
C 3.75 0.48 -2.86
C 3.31 1.52 -3.64
C 1.88 1.60 -4.05
C 0.90 0.57 -3.41
H 2.02 -4.61 -0.68
H 2.50 -3.74 -2.14
H 0.98 -4.37 -2.10
H 0.85 -4.74 2.85
H 2.46 -6.36 3.63
H 4.88 -6.07 3.01
H 5.55 -4.34 1.36
H 3.99 -2.69 0.59
H -1.12 -2.14 2.93
H -3.12 -3.33 3.43
H -3.96 -5.04 1.91
H -2.47 -5.83 -0.07
H -0.46 -4.59 -0.55
H 0.41 -2.32 -4.47
H -1.32 -3.46 -5.97
H -3.35 -4.39 -4.90
H -3.76 -4.01 -2.52
H -2.19 -2.48 -1.19
H 3.23 -1.31 -1.66
H 4.76 0.27 -2.59
H 3.98 2.29 -3.96
H 1.85 1.57 -5.15
H 0.17 0.23 -4.16
C -6.68 2.42 -0.38
C -5.66 2.14 0.71
N -4.27 1.85 0.24
C -3.49 3.01 -0.15
C -3.34 3.25 -1.64
C -3.78 0.60 0.00
C -4.62 -0.56 0.44
N -2.64 0.47 -0.54
H -7.69 2.46 0.05
H -6.72 1.66 -1.16
H -6.46 3.30 -0.87
H -5.88 1.37 1.38
H -5.59 2.96 1.49
H -2.52 2.91 0.39
H -3.90 3.92 0.28
H -2.95 2.42 -2.25
H -2.79 4.13 -1.89
H -4.38 3.32 -2.07
H -4.68 -0.69 1.49
H -4.19 -1.49 0.01
H -5.67 -0.49 0.10
H -2.46 -0.52 -0.76
```

Properties
E_HOMO (alpha / beta) in eV: -7.38 / -7.80
E_tot in eV: -115076.230
Charge: 0
Expectation value of S²: 0.77
Relative energy (zero: lowest compared OMol25 entry of this formula, charge and spin) in kcal/mol: 91.8
Kohn-Sham gap (alpha / beta) in eV: 7.58 / 6.20
LUMO energy (alpha / beta) in eV: 0.20 / -1.60
Multiplicity: 2

Computed, not measured: a molecular structure, C47H49Cl2FInN5O3S4Sb2Te, with ωB97M-V with the def2-TZVPD basis set.

Structure (XYZ):
```
115
C47H49Cl2FInN5O3S4Sb2Te (ωB97M-V with the def2-TZVPD basis set)
In -1.43 -0.35 0.61
C 1.81 3.59 6.30
C 1.93 2.07 6.37
C 3.37 1.71 6.73
C 3.59 0.21 6.67
C 3.31 -0.25 5.26
C 4.02 -1.27 4.68
C 3.73 -1.67 3.38
F 4.48 -2.63 2.82
C 2.73 -1.07 2.66
C 2.01 -0.02 3.23
C 0.96 0.63 2.44
O 0.85 0.41 1.22
C 0.11 1.53 3.17
C 0.45 1.88 4.43
N 1.56 1.44 5.09
C 2.30 0.41 4.53
C -1.12 2.21 2.58
O -1.48 3.26 3.13
O -1.67 1.69 1.56
H 2.16 4.02 7.24
H 0.79 3.92 6.13
H 2.43 3.98 5.49
H 1.26 1.69 7.15
H 3.58 2.10 7.73
H 4.04 2.20 6.02
H 2.92 -0.30 7.36
H 4.61 -0.05 6.95
H 4.78 -1.80 5.24
H 2.49 -1.41 1.66
H -0.19 2.58 4.95
S 0.88 -3.67 3.90
Sb -0.64 -3.32 2.25
S -1.98 -1.37 2.82
S 0.20 -2.38 0.21
S -2.03 -5.06 1.73
Cl -3.22 -2.61 -0.95
C -2.20 -3.89 -1.61
Cl -2.80 -4.46 -3.18
H -2.20 -4.71 -0.90
H -1.20 -3.48 -1.75
C 2.88 -4.73 -3.75
C 4.05 -4.22 -3.20
C 4.05 -2.97 -2.60
C 2.89 -2.20 -2.56
C 1.72 -2.73 -3.10
C 1.71 -3.98 -3.69
Sb 2.80 -0.32 -1.50
C 2.72 0.85 -3.34
C 1.88 0.54 -4.40
C 1.74 1.41 -5.48
C 2.44 2.61 -5.50
C 3.30 2.92 -4.46
C 3.44 2.05 -3.39
C 4.98 -0.04 -1.46
C 5.78 -0.08 -2.59
C 7.13 0.23 -2.52
C 7.70 0.58 -1.31
C 6.92 0.62 -0.16
C 5.56 0.32 -0.25
H 2.87 -5.71 -4.21
H 4.96 -4.81 -3.23
H 4.96 -2.59 -2.15
H 0.79 -2.17 -3.02
H 0.79 -4.39 -4.09
H 1.31 -0.38 -4.40
H 1.06 1.17 -6.29
H 2.31 3.30 -6.33
H 3.86 3.85 -4.48
H 4.10 2.30 -2.57
H 5.34 -0.34 -3.55
H 7.74 0.20 -3.42
H 8.76 0.82 -1.25
H 7.36 0.89 0.79
H 4.95 0.37 0.65
C -4.37 5.20 -4.57
C -3.69 4.12 -3.77
C -4.00 2.78 -3.95
C -3.29 1.77 -3.31
C -3.70 0.34 -3.51
C -2.22 2.11 -2.47
Te -0.81 0.63 -1.87
C -1.96 3.46 -2.20
C -0.92 3.87 -1.19
C -2.69 4.44 -2.85
H -5.22 4.78 -5.12
H -3.67 5.62 -5.30
H -4.73 6.01 -3.94
H -4.82 2.52 -4.62
H -4.53 0.27 -4.22
H -4.03 -0.07 -2.56
H -2.87 -0.26 -3.88
H -1.10 3.36 -0.24
H -0.94 4.94 -1.02
H 0.08 3.59 -1.53
H -2.49 5.49 -2.65
C -5.84 -3.74 2.33
C -7.01 -3.17 1.53
C -6.92 -3.58 0.06
C -7.12 -1.64 1.68
N -6.08 -0.92 0.98
C -4.79 -0.76 1.30
N -4.21 -0.07 0.35
N -5.17 0.20 -0.56
N -6.29 -0.30 -0.19
H -5.84 -4.83 2.28
H -5.90 -3.44 3.38
H -4.87 -3.41 1.93
H -7.94 -3.56 1.95
H -5.96 -3.28 -0.36
H -7.72 -3.12 -0.53
H -7.00 -4.66 -0.01
H -7.08 -1.37 2.73
H -8.06 -1.30 1.25
H -4.30 -1.13 2.19
```

Properties
E_HOMO in eV: -2.45
E_tot in eV: -159779.366
Charge: -2
Relative energy (zero: lowest compared OMol25 entry of this formula, charge and spin) in kcal/mol: 11.9
Kohn-Sham gap in eV: 6.21
LUMO energy in eV: 3.76
Multiplicity: 1